# 1
A cluster of 9 separate species, C10H38N4O9 in total in a non-equilibrium geometry, computed with the ωB97M-V functional and the def2-TZVPD basis.

Element x y z (Å)
N (6.428, -26.435, 14.430)
C (5.667, -27.142, 15.205)
N (4.500, -26.615, 15.412)
O (6.012, -28.417, 15.620)
H (7.353, -26.750, 14.118)
H (6.256, -25.486, 14.109)
H (3.847, -27.098, 16.020)
H (4.134, -25.818, 14.847)
N (3.499, -27.017, 12.677)
C (2.833, -25.931, 12.632)
N (2.004, -25.837, 11.719)
O (3.094, -24.928, 13.645)
H (4.111, -27.177, 13.539)
H (3.357, -27.751, 11.989)
H (1.480, -24.963, 11.642)
H (1.881, -26.485, 10.878)
C (9.056, -24.160, 16.273)
C (8.456, -24.722, 17.538)
O (9.199, -24.559, 18.711)
H (9.098, -23.089, 16.345)
H (8.595, -24.594, 15.322)
H (10.017, -24.629, 16.275)
H (8.418, -25.822, 17.326)
H (7.496, -24.163, 17.629)
H (8.637, -24.154, 19.357)
C (6.491, -25.947, 11.154)
O (5.287, -26.451, 10.859)
H (6.945, -26.207, 12.054)
H (6.415, -24.850, 11.039)
H (7.228, -26.255, 10.434)
H (4.751, -26.519, 11.664)
C (9.653, -27.415, 14.551)
O (8.999, -26.954, 13.379)
H (9.112, -27.138, 15.478)
H (10.612, -26.926, 14.618)
H (9.694, -28.509, 14.533)
H (9.565, -27.385, 12.689)
C (2.385, -28.448, 16.563)
O (2.474, -27.231, 17.234)
H (2.860, -28.439, 15.556)
H (1.306, -28.528, 16.556)
H (2.717, -29.274, 17.185)
H (1.839, -27.212, 17.910)
C (5.432, -23.365, 14.869)
O (6.293, -23.897, 13.855)
H (5.323, -22.282, 14.610)
H (5.934, -23.412, 15.886)
H (4.459, -23.756, 14.857)
H (5.781, -23.784, 13.011)
C (6.927, -29.510, 12.952)
O (7.173, -30.013, 11.609)
H (6.211, -28.709, 13.005)
H (7.804, -29.245, 13.397)
H (6.389, -30.341, 13.359)
H (7.836, -29.531, 11.186)
C (5.444, -26.359, 18.770)
O (4.676, -25.439, 17.940)
H (4.947, -27.360, 18.854)
H (5.525, -25.900, 19.744)
H (6.492, -26.558, 18.362)
H (4.835, -25.783, 17.078)

Forces on atoms 1 to 2 (eV/Å):
3.09 0.36 -1.69
2.89 -7.34 1.34

M	358.433	g mol⁻¹
spin multiplicity	1
HOMO energy	-8.882	eV
LUMO	0.2	eV
net charge	0
energy above the lowest of the compared OMol25 structures with the same formula, charge and spin	4.5244	eV
SMILES	NC(N)=O.NC(N)=O.CCO.CO.CO.CO.CO.CO.CO


# 2
An isolated molecule of C3H6N2O, computed with the ωB97M-V functional and the def2-TZVPD basis.

Element x y z (Å)
H (-1.631, 1.342, -1.473)
N (-0.716, 0.917, -1.608)
C (-0.293, 0.412, -0.521)
C (-0.988, 0.478, 0.817)
N (0.980, -0.177, -0.560)
C (1.438, -1.212, 0.221)
O (2.458, -1.822, 0.000)
H (-2.038, 0.735, 0.667)
H (-0.520, 1.256, 1.431)
H (-0.948, -0.456, 1.382)
H (1.476, -0.031, -1.433)
H (0.782, -1.442, 1.076)

Forces on atoms 1 to 2 (eV/Å):
0.12 0.02 -0.01
0.00 -0.11 0.32

M	86.094	g mol⁻¹
spin multiplicity	1
HOMO energy	-10.008	eV
LUMO	0.8	eV
net charge	0
energy above the lowest of the compared OMol25 structures with the same formula, charge and spin	0.5798	eV
SMILES	[H]/N=C(\C)NC=O


# 3
A structure of composition C8H12MnN2P in a non-equilibrium geometry, computed with the ωB97M-V functional and the def2-TZVPD basis.

Element x y z (Å)
C (-0.712, -0.334, -2.726)
C (-1.520, 0.660, -2.070)
C (-0.641, 1.599, -1.423)
C (0.726, 1.192, -1.680)
C (0.691, -0.001, -2.490)
Mn (-0.260, -0.407, -0.573)
P (-0.379, -2.663, -0.287)
H (-1.078, -1.139, -3.355)
H (-2.602, 0.737, -2.107)
H (-0.955, 2.516, -0.929)
H (1.550, -0.527, -2.894)
H (1.617, 1.737, -1.380)
H (0.751, -3.435, -0.713)
H (-1.461, -3.382, -0.883)
H (-0.505, -3.143, 1.061)
N (0.229, -0.439, 2.323)
C (0.597, 0.287, 3.387)
C (0.803, 1.587, 2.939)
C (0.546, 1.580, 1.569)
N (0.197, 0.322, 1.180)
H (0.014, -1.431, 2.303)
H (0.691, -0.155, 4.368)
H (1.107, 2.438, 3.512)
H (0.593, 2.400, 0.867)

Forces on atoms 1 to 2 (eV/Å):
0.74 0.72 -0.33
0.98 0.03 0.01

M	222.110	g mol⁻¹
spin multiplicity	5
HOMO energy (spin up / spin down)	-5.154 / -5.148	eV
LUMO (spin up / spin down)	0.5 / 0.5	eV
⟨S²⟩	6.106
net charge	0
energy above the lowest of the compared OMol25 structures with the same formula, charge and spin	0.1788	eV


# 4
A cluster of 6 separate species, C36H80N4O2 in total in a non-equilibrium geometry, computed with the ωB97M-V functional and the def2-TZVPD basis.

Element x y z (Å)
N (0.179, 1.866, 5.032)
C (0.035, 0.965, 4.349)
C (-0.158, -0.204, 3.461)
C (0.192, -1.477, 4.258)
O (-0.222, -2.609, 3.510)
O (0.907, -3.427, 3.224)
C (0.572, -0.063, 2.074)
N (1.540, -1.144, 1.879)
C (1.258, 1.258, 1.954)
N (1.824, 2.227, 1.715)
C (-0.489, -0.095, 0.922)
N (0.079, -0.588, -0.333)
H (-1.240, -0.264, 3.270)
H (1.256, -1.538, 4.508)
H (-0.376, -1.461, 5.199)
H (1.155, -3.045, 2.358)
H (2.259, -1.090, 2.598)
H (1.999, -1.009, 0.982)
H (-0.867, 0.928, 0.792)
H (-1.333, -0.731, 1.213)
H (-0.476, -1.356, -0.686)
H (0.068, 0.149, -1.029)
C (4.340, 1.024, 3.707)
C (5.837, 0.739, 3.660)
C (6.172, -0.752, 3.713)
C (5.702, -1.473, 4.978)
C (6.228, -0.883, 6.285)
C (7.748, -0.920, 6.401)
H (3.898, 0.669, 4.640)
H (4.133, 2.091, 3.634)
H (3.827, 0.540, 2.873)
H (6.332, 1.265, 4.480)
H (6.253, 1.154, 2.739)
H (7.251, -0.879, 3.598)
H (5.719, -1.246, 2.846)
H (6.008, -2.522, 4.914)
H (4.608, -1.484, 5.011)
H (5.792, -1.441, 7.117)
H (5.878, 0.147, 6.398)
H (8.119, -1.944, 6.324)
H (8.078, -0.517, 7.359)
H (8.228, -0.332, 5.617)
C (1.705, 2.968, -1.588)
C (2.414, 3.723, -2.707)
C (3.370, 4.798, -2.191)
C (2.706, 5.899, -1.361)
C (1.580, 6.648, -2.072)
C (2.034, 7.380, -3.331)
H (1.085, 3.628, -0.980)
H (1.055, 2.191, -2.001)
H (2.422, 2.488, -0.921)
H (1.674, 4.170, -3.377)
H (2.983, 3.015, -3.316)
H (3.897, 5.242, -3.040)
H (4.139, 4.321, -1.576)
H (3.475, 6.617, -1.061)
H (2.318, 5.471, -0.433)
H (1.150, 7.370, -1.374)
H (0.772, 5.955, -2.325)
H (2.820, 8.102, -3.098)
H (1.207, 7.923, -3.790)
H (2.427, 6.690, -4.080)
C (-4.047, 0.892, 2.332)
C (-4.417, -0.119, 1.252)
C (-5.898, -0.093, 0.875)
C (-6.855, -0.441, 2.017)
C (-6.612, -1.805, 2.661)
C (-6.770, -2.973, 1.694)
H (-4.566, 0.695, 3.271)
H (-2.976, 0.862, 2.544)
H (-4.292, 1.908, 2.019)
H (-4.126, -1.124, 1.573)
H (-3.833, 0.093, 0.351)
H (-6.062, -0.775, 0.037)
H (-6.148, 0.906, 0.502)
H (-7.879, -0.408, 1.631)
H (-6.802, 0.332, 2.788)
H (-7.316, -1.926, 3.488)
H (-5.615, -1.834, 3.110)
H (-7.772, -2.983, 1.258)
H (-6.618, -3.926, 2.202)
H (-6.051, -2.921, 0.875)
C (-5.532, 2.278, -3.712)
C (-4.869, 1.040, -4.309)
C (-4.185, 0.156, -3.268)
C (-3.050, 0.834, -2.499)
C (-1.914, 1.383, -3.360)
C (-1.170, 0.305, -4.142)
H (-4.805, 2.932, -3.227)
H (-6.035, 2.863, -4.482)
H (-6.278, 1.996, -2.965)
H (-4.148, 1.344, -5.073)
H (-5.624, 0.444, -4.827)
H (-3.808, -0.747, -3.757)
H (-4.935, -0.185, -2.546)
H (-2.633, 0.106, -1.792)
H (-3.455, 1.646, -1.889)
H (-1.203, 1.896, -2.705)
H (-2.293, 2.147, -4.044)
H (-0.753, -0.443, -3.460)
H (-0.344, 0.732, -4.712)
H (-1.824, -0.213, -4.846)
C (-0.872, -4.748, -5.394)
C (-0.779, -3.915, -4.121)
C (0.631, -3.413, -3.817)
C (1.670, -4.510, -3.578)
C (1.330, -5.472, -2.440)
C (1.209, -4.788, -1.081)
H (-0.267, -5.654, -5.328)
H (-1.900, -5.055, -5.589)
H (-0.525, -4.177, -6.258)
H (-1.162, -4.495, -3.276)
H (-1.439, -3.047, -4.215)
H (0.594, -2.752, -2.946)
H (0.970, -2.789, -4.650)
H (2.632, -4.033, -3.361)
H (1.820, -5.081, -4.498)
H (2.110, -6.235, -2.386)
H (0.402, -6.005, -2.665)
H (2.137, -4.273, -0.822)
H (0.995, -5.511, -0.294)
H (0.406, -4.048, -1.071)

Forces on atoms 1 to 2 (eV/Å):
0.13 0.72 0.65
-0.16 -1.04 -0.96

M	601.062	g mol⁻¹
spin multiplicity	1
HOMO energy	-10.412	eV
LUMO	0.4	eV
net charge	0
SMILES	N#C[C@H](COO)[C@](N)(C#N)CN.CCCCCC.CCCCCC.CCCCCC.CCCCCC.CCCCCC


# 5
A structure of composition C48H44CrGe2N5O6 in a non-equilibrium geometry, computed with the ωB97M-V functional and the def2-TZVPD basis.

Element x y z (Å)
Cr (-0.364, 0.379, 0.200)
C (3.684, 0.362, -0.829)
O (2.309, 0.231, -1.151)
C (1.990, -0.453, -2.288)
C (2.830, -0.523, -3.387)
C (2.423, -1.176, -4.542)
C (1.161, -1.746, -4.589)
C (0.328, -1.692, -3.479)
C (0.726, -1.059, -2.298)
N (-0.070, -1.069, -1.126)
N (-0.905, -2.159, -1.137)
C (-1.714, -2.486, -0.118)
C (-1.714, -1.913, 1.184)
O (-0.905, -0.928, 1.522)
C (-2.628, -2.384, 2.158)
C (-3.545, -3.352, 1.888)
C (-3.616, -3.938, 0.589)
C (-4.613, -4.885, 0.269)
C (-4.704, -5.421, -0.989)
C (-3.770, -5.043, -1.970)
C (-2.784, -4.131, -1.679)
C (-2.691, -3.538, -0.401)
H (4.193, 1.046, -1.510)
H (3.729, 0.766, 0.180)
H (4.169, -0.615, -0.850)
H (3.805, -0.054, -3.350)
H (3.088, -1.225, -5.396)
H (0.826, -2.254, -5.485)
H (-0.642, -2.168, -3.496)
H (-2.568, -1.932, 3.143)
H (-4.238, -3.684, 2.654)
H (-5.311, -5.188, 1.043)
H (-5.482, -6.138, -1.224)
H (-3.822, -5.479, -2.961)
H (-2.048, -3.859, -2.424)
N (-1.276, 1.769, 1.675)
C (-2.677, 1.434, 1.787)
C (-3.447, 1.726, 2.870)
C (-4.810, 1.348, 2.909)
C (-5.374, 0.693, 1.855)
C (-4.596, 0.375, 0.718)
C (-5.106, -0.315, -0.408)
C (-4.289, -0.583, -1.461)
C (-2.933, -0.199, -1.385)
N (-2.421, 0.420, -0.352)
C (-3.241, 0.742, 0.693)
H (-1.157, 2.753, 1.446)
H (-0.785, 1.591, 2.545)
H (-3.002, 2.249, 3.708)
H (-5.403, 1.583, 3.783)
H (-6.416, 0.398, 1.879)
H (-6.145, -0.628, -0.413)
H (-4.639, -1.124, -2.330)
H (-2.240, -0.445, -2.179)
C (-3.714, 3.300, -1.750)
Ge (-2.089, 2.935, -2.785)
C (-2.602, 1.698, -4.224)
C (-1.612, 4.624, -3.659)
Ge (-0.026, 2.327, -1.512)
C (1.262, 2.660, -2.940)
C (2.439, 3.392, -2.755)
C (3.290, 3.645, -3.822)
C (2.980, 3.167, -5.091)
C (1.820, 2.431, -5.288)
C (0.976, 2.173, -4.217)
C (0.302, 3.797, -0.232)
C (-0.625, 4.819, -0.023)
C (-0.378, 5.829, 0.903)
C (0.793, 5.820, 1.647)
C (1.717, 4.795, 1.469)
C (1.469, 3.790, 0.544)
H (-4.495, 3.505, -2.488)
H (-3.610, 4.177, -1.110)
H (-4.033, 2.459, -1.139)
H (-3.691, 1.620, -4.229)
H (-2.181, 0.696, -4.129)
H (-2.274, 2.118, -5.177)
H (-2.458, 4.907, -4.291)
H (-0.726, 4.496, -4.282)
H (-1.421, 5.423, -2.942)
H (2.687, 3.791, -1.779)
H (4.196, 4.219, -3.665)
H (3.644, 3.365, -5.923)
H (1.582, 2.041, -6.270)
H (0.092, 1.567, -4.381)
H (-1.551, 4.841, -0.586)
H (-1.102, 6.623, 1.040)
H (0.985, 6.605, 2.368)
H (2.627, 4.779, 2.057)
H (2.174, 2.972, 0.440)
O (2.185, -1.278, 1.376)
C (2.034, -0.142, 1.759)
O (1.218, 0.766, 1.276)
C (2.876, 0.368, 2.913)
C (3.779, -0.503, 3.508)
C (4.600, -0.069, 4.534)
C (4.504, 1.246, 4.946)
C (3.609, 2.134, 4.379)
C (2.789, 1.683, 3.357)
N (5.397, 1.720, 6.034)
O (6.142, 0.908, 6.541)
O (5.333, 2.891, 6.347)
H (3.823, -1.522, 3.148)
H (5.311, -0.728, 5.012)
H (3.571, 3.153, 4.739)
H (2.070, 2.346, 2.897)

Forces on atoms 1 to 2 (eV/Å):
-0.52 -0.89 1.45
-0.12 0.04 -0.08

M	984.125	g mol⁻¹
spin multiplicity	6
HOMO energy (spin up / spin down)	-5.630 / -7.062	eV
LUMO (spin up / spin down)	-0.7 / -2.7	eV
⟨S²⟩	8.820
net charge	0
energy above the lowest of the compared OMol25 structures with the same formula, charge and spin	0.5781	eV


Repeat the second record exactly.
An isolated molecule of C3H6N2O, computed with the ωB97M-V functional and the def2-TZVPD basis.

Element x y z (Å)
H (-1.631, 1.342, -1.473)
N (-0.716, 0.917, -1.608)
C (-0.293, 0.412, -0.521)
C (-0.988, 0.478, 0.817)
N (0.980, -0.177, -0.560)
C (1.438, -1.212, 0.221)
O (2.458, -1.822, 0.000)
H (-2.038, 0.735, 0.667)
H (-0.520, 1.256, 1.431)
H (-0.948, -0.456, 1.382)
H (1.476, -0.031, -1.433)
H (0.782, -1.442, 1.076)

Forces on atoms 1 to 2 (eV/Å):
0.12 0.02 -0.01
0.00 -0.11 0.32

M	86.094	g mol⁻¹
spin multiplicity	1
HOMO energy	-10.008	eV
LUMO	0.8	eV
net charge	0
energy above the lowest of the compared OMol25 structures with the same formula, charge and spin	0.5798	eV
SMILES	[H]/N=C(\C)NC=O


Repeat the third record exactly.
A structure of composition C8H12MnN2P in a non-equilibrium geometry, computed with the ωB97M-V functional and the def2-TZVPD basis.

Element x y z (Å)
C (-0.712, -0.334, -2.726)
C (-1.520, 0.660, -2.070)
C (-0.641, 1.599, -1.423)
C (0.726, 1.192, -1.680)
C (0.691, -0.001, -2.490)
Mn (-0.260, -0.407, -0.573)
P (-0.379, -2.663, -0.287)
H (-1.078, -1.139, -3.355)
H (-2.602, 0.737, -2.107)
H (-0.955, 2.516, -0.929)
H (1.550, -0.527, -2.894)
H (1.617, 1.737, -1.380)
H (0.751, -3.435, -0.713)
H (-1.461, -3.382, -0.883)
H (-0.505, -3.143, 1.061)
N (0.229, -0.439, 2.323)
C (0.597, 0.287, 3.387)
C (0.803, 1.587, 2.939)
C (0.546, 1.580, 1.569)
N (0.197, 0.322, 1.180)
H (0.014, -1.431, 2.303)
H (0.691, -0.155, 4.368)
H (1.107, 2.438, 3.512)
H (0.593, 2.400, 0.867)

Forces on atoms 1 to 2 (eV/Å):
0.74 0.72 -0.33
0.98 0.03 0.01

M	222.110	g mol⁻¹
spin multiplicity	5
HOMO energy (spin up / spin down)	-5.154 / -5.148	eV
LUMO (spin up / spin down)	0.5 / 0.5	eV
⟨S²⟩	6.106
net charge	0
energy above the lowest of the compared OMol25 structures with the same formula, charge and spin	0.1788	eV


Q: Number 2 is which compound?
A: C3H6N2O